# 1
{"formula": "H2NOS2", "method": "the ωB97M-V functional and the def2-TZVPD basis", "elements": ["N", "O", "S", "S", "H", "H"], "coordinates": [[-2.60344, 0.78516, -0.09214], [-4.72348, -0.34042, 0.54071], [1.61776, -1.37630, -0.50427], [-3.42076, -0.53384, -0.12666], [-1.64110, 0.40500, -0.39802], [0.70408, -0.53505, -0.01921]], "forces_ev_per_angstrom": [[1.02, -2.75, -0.56], [1.10, -0.64, -1.06], [0.01, -0.17, -0.17], [-0.77, 2.35, 1.48], [-1.17, 0.95, 0.13], [-0.20, 0.25, 0.18]], "total_charge": -1, "orbital_gap_ha": 0.1686, "lumo_energy_ev": 1.842}

---

# 2
{"formula": "H2NP2", "method": "the ωB97M-V functional and the def2-TZVPD basis", "elements": ["N", "P", "P", "H", "H"], "coordinates": [[-0.44255, -0.44918, -0.51358], [-1.04379, 1.82507, 0.54997], [0.45808, -1.60295, -0.23637], [-0.27606, 1.62961, -0.67958], [1.30431, -1.40255, 0.87956]], "forces_ev_per_angstrom": [[-1.38, 2.56, 1.28], [0.87, -1.98, -1.81], [0.66, -2.24, -0.75], [-0.38, 1.19, 0.72], [0.24, 0.47, 0.55]], "total_charge": 1, "orbital_gap_ha": [0.2669, 0.2563], "lumo_energy_ev": [-7.621, -8.475]}

---

# 3
{"formula": "H2O2P", "method": "the ωB97M-V functional and the def2-TZVPD basis", "elements": ["O", "O", "P", "H", "H"], "coordinates": [[-2.53587, -0.73597, -0.47223], [2.83586, -0.69564, 0.41395], [1.59604, -0.53529, -0.37617], [-1.59734, -0.57302, -0.49657], [0.81570, -1.70667, -0.11888]], "forces_ev_per_angstrom": [[-0.49, -0.13, 0.06], [0.33, -0.15, 0.26], [-0.41, 0.45, -0.38], [0.68, 0.14, -0.08], [-0.11, -0.30, 0.13]], "total_charge": -1, "orbital_gap_ha": 0.1638, "lumo_energy_ev": 2.151}

---

# 4
{"formula": "H2O3S3", "method": "the ωB97M-V functional and the def2-TZVPD basis", "elements": ["O", "O", "O", "S", "S", "S", "H", "H"], "coordinates": [[0.05413, -1.26979, 0.81290], [0.33892, -1.03373, -1.61004], [-2.46522, -0.60120, 0.45273], [0.92007, -0.25699, -0.55491], [-2.36501, 0.78744, -0.55797], [-1.29800, -1.72632, 0.18222], [2.09644, -0.86437, -0.26306], [-1.98238, 0.07610, -1.66780]], "forces_ev_per_angstrom": [[0.15, 1.22, 0.29], [-0.33, -0.29, -2.62], [0.50, 0.60, -0.12], [0.51, 0.48, 1.59], [0.14, -0.77, -0.23], [-0.92, -1.49, 0.41], [0.23, -0.25, 0.30], [-0.28, 0.48, 0.38]], "orbital_gap_ha": [0.3089, 0.3088], "lumo_energy_ev": [-0.357, -0.357]}

---

# 5
{"formula": "H2O4S2", "method": "the ωB97M-V functional and the def2-TZVPD basis", "elements": ["O", "S", "S", "O", "O", "O", "H", "H"], "coordinates": [[0.99999, -0.49503, 1.30753], [1.16504, 0.47255, 0.31535], [2.74251, 0.99471, -0.53111], [-0.23244, 0.40458, -0.90207], [-0.81468, -0.81247, -0.83695], [-1.98448, -0.67956, -0.08761], [0.47152, 1.67132, 0.91278], [-2.34746, -1.55611, -0.17793]], "forces_ev_per_angstrom": [[-0.02, -2.71, 1.19], [-2.93, 5.36, -0.61], [-0.04, -0.43, -0.21], [1.61, 0.11, 0.99], [1.11, -1.18, -1.23], [-0.89, 1.34, 1.17], [1.40, -1.71, -1.18], [-0.23, -0.77, -0.12]], "orbital_gap_ha": 0.3602, "lumo_energy_ev": -0.105, "smiles": "O=[S@@H](=S)OOO"}

---

# 6
{"formula": "H2O5P2", "method": "the ωB97M-V functional and the def2-TZVPD basis", "elements": ["O", "O", "O", "O", "O", "P", "P", "H", "H"], "coordinates": [[-1.45275, 2.60626, -1.48248], [-3.09955, 1.74945, -3.05112], [-2.73316, 0.96731, -0.21038], [3.82792, -4.43603, 2.37228], [4.79100, -2.33289, 3.21176], [4.74279, -3.31243, 2.12325], [-2.01136, 1.25665, -2.24097], [-2.21387, 2.63076, -0.86145], [-1.85102, 0.87092, 0.13911]], "forces_ev_per_angstrom": [[0.53, 0.54, -0.01], [-2.89, 0.44, -2.01], [-0.51, -0.11, -1.73], [-1.05, -1.84, -0.24], [0.58, 1.91, 1.41], [0.57, -0.13, -1.11], [1.93, -1.08, 2.82], [0.39, 0.44, 0.48], [0.44, -0.16, 0.39]], "total_charge": -2, "orbital_gap_ha": 0.3049, "lumo_energy_ev": 6.186}

---

# 7
{"formula": "H2O5P2", "method": "the ωB97M-V functional and the def2-TZVPD basis", "elements": ["O", "O", "O", "O", "O", "P", "P", "H", "H"], "coordinates": [[-0.84571, -0.35264, -0.10729], [3.48906, 0.63209, -2.07504], [1.06942, 0.47520, -1.73735], [3.77952, 0.32754, 1.82559], [1.33809, 0.10449, 1.67593], [2.67891, -0.07886, 0.97390], [2.39757, 0.99670, -1.19591], [-0.39404, -0.26213, -0.89285], [-0.34490, 0.24976, 0.38023]], "forces_ev_per_angstrom": [[-3.77, -1.74, 1.49], [3.44, -0.58, -1.99], [-0.02, 0.41, 0.32], [3.37, 0.93, 1.57], [0.19, -0.09, -0.62], [-3.40, -1.30, 0.54], [-3.23, 0.93, -0.02], [1.86, 0.17, -3.40], [1.55, 1.25, 2.12]], "total_charge": -2, "orbital_gap_ha": 0.2350, "lumo_energy_ev": 7.141}

---

# 8
{"formula": "H2OS2", "method": "the ωB97M-V functional and the def2-TZVPD basis", "elements": ["O", "S", "S", "H", "H"], "coordinates": [[1.00337, 1.29950, 0.38404], [-1.45921, -0.50555, -0.72809], [0.45080, -0.21680, -1.03896], [1.44102, 0.79982, 1.07117], [-1.43599, -1.37698, 0.31184]], "forces_ev_per_angstrom": [[-1.32, -1.84, -2.83], [-0.25, 0.04, 0.30], [1.30, 2.36, 2.49], [0.22, -0.60, 0.27], [0.06, 0.04, -0.23]], "orbital_gap_ha": 0.3196, "lumo_energy_ev": -1.187}

---

# 9
{"formula": "H2P2S", "method": "the ωB97M-V functional and the def2-TZVPD basis", "elements": ["P", "P", "S", "H", "H"], "coordinates": [[-1.36511, -1.01680, -0.40534], [0.28305, 0.50789, 0.24219], [1.81306, 2.03336, 0.58690], [0.66714, -0.45204, 1.33396], [-1.39814, -1.07242, -1.75771]], "forces_ev_per_angstrom": [[2.03, 1.35, 2.04], [1.61, -0.85, 1.93], [-2.78, -2.42, -1.31], [-0.77, 1.31, -0.99], [-0.08, 0.62, -1.67]], "orbital_gap_ha": [0.2549, 0.2365], "lumo_energy_ev": [-2.001, -2.109]}

---

Per-record energy above the lowest of the compared OMol25 structures with the same formula, charge and spin, kJ/mol: 47.3; 424.9; 378.8; 182.3; 615.0; 165.2; 275.5; 110.0; 252.4